59
Properties=species:S:1:pos:R:3:forces:R:3 method="wB97M-V/def2-TZVPD" charge=0 s2=0.9787 de_lowest_kcal_mol=57.6 homo_lumo_gap_ev="5.39 / 5.59" spin_multiplicity=2
Ru -2.0928 0.2701 -0.9847 -0.2 2.3 2.5
N -4.3985 3.6182 -2.8556 0.0 0.3 0.0
C -3.5221 2.6959 -2.4223 0.2 -0.2 0.5
S -3.9668 1.8079 -1.0063 0.6 -1.2 -0.3
N -2.4158 2.5356 -3.1204 -0.2 0.7 -0.1
N -1.6872 1.5164 -2.6867 -0.8 -0.6 -0.2
C -0.6361 1.1893 -3.3332 0.5 0.0 -0.2
C -0.1026 -0.1361 -3.0774 0.3 -0.2 0.2
C 1.0779 -0.6044 -3.6312 0.2 0.2 -0.1
C 1.4802 -1.9037 -3.3801 0.1 0.0 0.0
C 0.6858 -2.7194 -2.5922 0.1 0.0 -0.1
C -0.4644 -2.1782 -2.0524 -0.1 0.0 0.1
N -0.8473 -0.9232 -2.2774 -0.3 -0.6 -0.2
H -5.1003 3.9316 -2.2072 0.0 0.0 -0.1
H -4.0757 4.2740 -3.5501 0.0 -0.1 0.1
H -0.2430 1.8477 -4.0997 0.0 -0.1 -0.1
H 1.6687 0.0685 -4.2404 0.0 -0.1 0.0
H 2.4099 -2.2783 -3.7890 0.0 0.0 -0.1
H 0.9526 -3.7484 -2.3946 0.0 0.0 0.0
H -1.1048 -2.7640 -1.4059 0.0 0.0 0.0
S -1.4806 3.7669 0.2836 -0.1 -0.2 -0.2
C -1.4494 2.4387 1.3043 0.2 -0.4 -0.1
N -1.7177 1.1359 1.0931 -0.3 -0.2 -0.6
C -1.4451 0.3439 2.2182 -0.3 -0.1 -0.2
C -1.6114 -1.0375 2.3138 0.0 0.1 0.0
C -1.3121 -1.6839 3.5000 -0.1 0.0 -0.1
C -0.8457 -0.9755 4.6062 0.0 0.1 0.1
C -0.6659 0.3951 4.5259 0.0 0.0 -0.1
C -0.9692 1.0384 3.3309 0.0 0.1 0.1
S -0.8492 2.7228 2.9385 -0.1 0.0 0.0
H -1.9605 -1.5824 1.4524 0.1 -0.1 0.1
H -1.4505 -2.7564 3.5756 0.0 0.0 0.0
H -0.6340 -1.4940 5.5331 0.0 0.0 0.0
H -0.3048 0.9614 5.3759 0.0 0.0 0.0
C 1.5649 -2.6153 1.1307 0.0 0.1 0.0
N 2.2613 -1.3558 0.9125 0.0 0.0 0.0
C 3.6558 -1.2670 1.3254 -0.1 0.0 0.0
C 4.0298 0.1704 1.6107 0.0 0.0 0.0
C 3.6250 1.0123 0.4204 -0.1 -0.1 0.0
N 2.2027 0.8619 0.1726 0.0 0.0 -0.1
C 1.5370 1.9829 -0.4679 0.2 -0.1 0.0
C 1.5458 -0.3175 0.3763 -0.2 0.0 0.2
O 0.3431 -0.4711 0.1185 0.5 -0.1 -0.3
H 2.3036 -3.3789 1.3712 0.0 0.0 0.0
H 1.0263 -2.9154 0.2352 0.0 0.0 0.0
H 0.8479 -2.5361 1.9484 0.0 0.0 0.0
H 4.3100 -1.6802 0.5487 0.0 0.0 0.0
H 3.7848 -1.8727 2.2225 0.0 0.0 0.0
H 5.1018 0.2520 1.7931 0.0 0.0 0.0
H 3.4948 0.5172 2.4974 0.0 0.0 0.0
H 4.2065 0.7169 -0.4631 0.0 0.1 0.0
H 3.8194 2.0677 0.6061 0.0 0.0 0.0
H 2.0496 2.2504 -1.3988 0.0 0.0 0.0
H 1.5229 2.8518 0.1879 0.0 0.1 0.0
H 0.5171 1.7189 -0.6951 -0.2 0.0 0.0
F -4.1400 -1.4230 -1.5127 0.1 -0.2 0.3
C -3.3471 -1.2340 -0.3771 -0.3 0.6 -1.0
F -4.1971 -0.8703 0.6265 0.0 0.0 0.0
H -2.9873 -2.2381 -0.1338 0.3 0.0 0.1



12
Properties=species:S:1:pos:R:3:forces:R:3 method="wB97M-V/def2-TZVPD" charge=0 de_lowest_kcal_mol=45.3 smiles="NC1=CCOC1=O" homo_lumo_gap_ev=8.82 spin_multiplicity=1
N 1.3689 -0.4363 1.2901 -0.1 -0.5 0.4
C 0.3897 -0.2344 0.3963 0.1 -0.2 0.1
C 0.3053 -0.3952 -0.9367 0.1 0.0 0.4
C -0.6474 0.6799 -1.2992 0.0 0.0 -0.6
O -1.6921 0.6017 -0.2873 0.2 0.1 0.0
C -1.0138 0.1576 0.8064 0.0 0.1 0.4
O -1.5082 -0.0826 1.8763 0.2 0.5 -0.5
H 2.0981 -1.0918 1.0693 0.1 0.1 0.2
H 1.2087 -0.1713 2.2453 -0.1 -0.4 0.2
H 0.4918 -1.2189 -1.6078 1.0 0.3 0.0
H -0.8329 0.5133 -2.3482 -1.6 0.3 -0.2
H -0.2342 1.6919 -1.1822 0.1 -0.3 -0.3



19
Properties=species:S:1:pos:R:3:forces:R:3 method="wB97M-V/def2-TZVPD" charge=0 smiles=CNCCSC.F homo_lumo_gap_ev=9.74 spin_multiplicity=1
C 2.6775 -0.4145 0.2260 0.4 -0.1 0.0
N 1.2547 -0.3986 0.5118 0.0 0.3 -0.2
C 0.4641 -0.9338 -0.5813 -0.2 -0.2 -0.2
C -1.0275 -0.8425 -0.2822 -0.1 -0.1 0.1
S -1.5844 0.8868 -0.3366 0.0 -0.1 0.0
C -3.2022 0.7038 0.4402 -0.1 0.0 0.1
H 3.0229 -1.4532 0.1478 -0.1 0.2 0.0
H 3.2227 0.0553 1.0500 -0.1 -0.1 -0.1
H 2.9536 0.0998 -0.7123 0.0 -0.1 0.1
H 0.9539 0.5530 0.7028 -0.2 -0.2 0.3
H 0.7260 -1.9940 -0.7034 0.0 0.2 0.0
H 0.6771 -0.4452 -1.5511 0.0 0.0 0.1
H -1.5962 -1.4297 -1.0118 0.1 0.1 0.1
H -1.2144 -1.2461 0.7200 0.0 0.1 -0.2
H -3.6712 1.6917 0.4612 0.1 -0.2 0.0
H -3.1087 0.3372 1.4666 0.0 0.1 -0.2
H -3.8436 0.0272 -0.1321 0.1 0.1 0.0
F 1.8356 2.8275 -0.2043 -0.1 -0.3 0.0
H 1.4599 1.9755 -0.2112 0.1 0.4 -0.1



Going through the records in order, we get total energy values of -75167.1454; -9812.3498; -19385.1777 eV.